A 3-piece molecular cluster, H5O3 overall. Source: the Open Molecules 2025 dataset; level of theory: ωB97M-V with the def2-TZVPD basis set.

For the HOMO energy, the calculation gives -0.13562 Eh. The value obtained for the frontier orbital gap is 8.47 eV. The total charge is -1.

Geometry (Å):
O (0.013, -0.916, -0.076)
H (-0.692, -1.567, -0.127)
O (-0.149, 0.590, -2.216)
H (-0.374, 1.508, -2.096)
H (-0.142, 0.169, -1.308)
O (0.183, 0.269, 2.304)
H (0.784, 0.764, 1.730)
H (-0.129, -0.412, 1.659)

These are the Löwdin partial charges, in e, on atoms 1 to 5: O -0.473; H -0.110; O -0.156; H -0.022; H -0.051

***

A 3-piece molecular cluster, H5O3 overall at a distorted geometry. Source: the Open Molecules 2025 dataset; level of theory: ωB97M-V with the def2-TZVPD basis set.

For the HOMO energy (alpha / beta), the calculation gives -0.42446 / -0.41648 Eh. The value obtained for the frontier orbital gap (alpha / beta) is 11.76 / 6.81 eV. Its multiplicity is 2. The total charge is 0. Its expectation value of S² is 0.754.

Geometry (Å):
O (1.434, -2.069, -0.564)
H (0.542, -1.972, -0.962)
O (-0.929, 2.334, 0.371)
H (-0.428, 1.462, 0.152)
H (-1.763, 1.900, 0.607)
O (0.042, 0.060, -0.101)
H (1.184, -1.164, -0.156)
H (-0.081, -0.550, 0.653)

These are the Löwdin partial charges, in e, on atoms 1 to 5: O -0.109; H 0.028; O -0.092; H -0.028; H 0.028

***

H5PSi in the gas phase at a distorted geometry. Source: the Open Molecules 2025 dataset; level of theory: ωB97M-V with the def2-TZVPD basis set.

For the HOMO energy, the calculation gives -0.36314 Eh. The value obtained for the frontier orbital gap is 10.73 eV. The SMILES is [SiH3]P. The total charge is 0.

Geometry (Å):
Si (-0.615, 0.473, -0.237)
P (1.513, -0.487, -0.187)
H (-0.503, 1.895, -0.750)
H (-1.039, 0.926, 1.111)
H (1.611, -0.691, 1.122)
H (0.849, -1.801, -0.277)
H (-1.816, -0.315, -0.782)

These are the Löwdin partial charges, in e, on atoms 1 to 5: Si 0.325; P 0.462; H -0.132; H -0.145; H -0.248

***

H6KN2O9 as an isolated structure at a distorted geometry. Source: the Open Molecules 2025 dataset; level of theory: ωB97M-V with the def2-TZVPD basis set.

For the HOMO energy, the calculation gives -0.15683 Eh. The value obtained for the frontier orbital gap is 5.77 eV. The total charge is -1.

Geometry (Å):
K (-4.613, -4.881, 9.853)
N (-3.855, -2.090, 10.956)
O (-3.074, -2.078, 11.905)
O (-4.339, -3.102, 10.568)
O (-4.086, -1.103, 10.389)
N (-7.010, -3.688, 10.494)
O (-6.513, -4.024, 9.451)
O (-6.979, -4.403, 11.494)
O (-7.608, -2.605, 10.555)
O (-6.049, -6.471, 9.489)
H (-6.195, -6.192, 8.585)
H (-6.885, -6.309, 9.927)
O (-3.362, -6.301, 9.002)
H (-3.913, -6.719, 8.340)
H (-2.742, -6.981, 9.264)
O (-2.074, -5.027, 9.828)
H (-1.855, -4.403, 9.136)
H (-2.741, -5.592, 9.439)

These are the Löwdin partial charges, in e, on atoms 1 to 5: K 1.110; N -0.688; O -0.037; O -0.272; O 0.030

***

A 2-piece molecular cluster, H6N2O overall at a distorted geometry. Source: the Open Molecules 2025 dataset; level of theory: ωB97M-V with the def2-TZVPD basis set.

For the HOMO energy, the calculation gives -0.38251 Eh. The value obtained for the frontier orbital gap is 11.18 eV. The SMILES is NO.N. The total charge is 0.

Geometry (Å):
H (3.025, -0.424, 0.046)
H (0.791, 0.573, -0.678)
H (1.146, 0.641, 0.939)
H (-3.863, 0.392, 0.574)
H (-3.002, -0.906, 0.401)
H (-2.464, 0.479, -0.139)
N (1.560, 0.732, -0.027)
N (-3.316, -0.114, -0.124)
O (2.083, -0.635, -0.011)

These are the Löwdin partial charges, in e, on atoms 1 to 5: H 0.070; H 0.059; H 0.087; H 0.005; H -0.012

***

An isolated ion of composition H6N2OP and charge +1 at a distorted geometry. Source: the Open Molecules 2025 dataset; level of theory: ωB97M-V with the def2-TZVPD basis set.

For the HOMO energy, the calculation gives -0.53741 Eh. The value obtained for the frontier orbital gap is 10.45 eV. The SMILES is NP([NH3+])O. The total charge is +1.

Geometry (Å):
N (1.437, -0.913, 0.472)
P (0.123, 0.295, 0.545)
N (-1.439, -0.368, -0.038)
O (0.564, 1.476, -0.707)
H (2.267, -0.459, 0.958)
H (1.787, -1.055, -0.515)
H (-1.802, -1.175, 0.514)
H (-2.137, 0.426, 0.046)
H (-1.378, -0.570, -1.075)
H (0.578, 2.344, -0.201)

These are the Löwdin partial charges, in e, on atoms 1 to 5: N -0.195; P 0.887; N -0.029; O -0.327; H 0.073

***

An isolated ion of composition H6N2OP and charge +1 at a distorted geometry. Source: the Open Molecules 2025 dataset; level of theory: ωB97M-V with the def2-TZVPD basis set.

For the HOMO energy, the calculation gives -0.55010 Eh. The value obtained for the frontier orbital gap is 11.23 eV. The SMILES is NP([NH3+])O. The total charge is +1.

Geometry (Å):
N (-1.036, 0.100, 1.220)
P (-0.317, -0.720, -0.034)
N (1.371, 0.043, -0.017)
O (-0.842, 0.011, -1.375)
H (-1.956, -0.321, 1.329)
H (-1.217, 1.083, 1.022)
H (1.882, -0.137, 0.847)
H (1.879, -0.397, -0.785)
H (1.357, 1.043, -0.235)
H (-1.121, -0.704, -1.973)

These are the Löwdin partial charges, in e, on atoms 1 to 5: N -0.158; P 0.801; N 0.033; O -0.260; H 0.058

***

H6N2OSi in the gas phase at a distorted geometry. Source: the Open Molecules 2025 dataset; level of theory: ωB97M-V with the def2-TZVPD basis set.

For the HOMO energy, the calculation gives -0.34273 Eh. The value obtained for the frontier orbital gap is 10.05 eV. The SMILES is N[SiH](N)O. The total charge is 0.

Geometry (Å):
N (1.240, 0.872, 0.555)
N (-1.347, -0.112, 0.000)
O (0.525, -1.860, -0.117)
Si (0.329, -0.274, -0.361)
H (1.129, 0.918, 1.534)
H (1.314, 1.873, 0.215)
H (-1.498, 0.595, 0.691)
H (-2.261, -0.666, -0.236)
H (1.095, -2.196, 0.596)
H (0.650, 0.303, -1.780)

These are the Löwdin partial charges, in e, on atoms 1 to 5: N -0.097; N -0.106; O -0.171; Si 0.185; H -0.005

***

A 2-piece molecular cluster, H6N2OSi overall at a distorted geometry. Source: the Open Molecules 2025 dataset; level of theory: ωB97M-V with the def2-TZVPD basis set.

For the HOMO energy (alpha / beta), the calculation gives -0.18277 / -0.36098 Eh. The value obtained for the frontier orbital gap (alpha / beta) is 5.11 / 6.82 eV. Its multiplicity is 3. The total charge is 0. Its expectation value of S² is 2.006.

Geometry (Å):
N (2.415, -0.615, -0.109)
N (-0.603, 1.428, -0.145)
O (-2.756, -0.670, -0.090)
Si (-1.318, 0.028, 0.199)
H (3.155, 0.014, -0.401)
H (1.590, -0.050, 0.064)
H (2.700, -1.033, 0.771)
H (-1.029, 2.172, -0.678)
H (-3.462, -0.278, -0.596)
H (-0.691, -0.995, 0.986)

These are the Löwdin partial charges, in e, on atoms 1 to 5: N 0.007; N -0.039; O -0.275; Si 0.384; H 0.002

***

A 2-piece molecular cluster, H6N3OP overall at a distorted geometry. Source: the Open Molecules 2025 dataset; level of theory: ωB97M-V with the def2-TZVPD basis set.

For the HOMO energy (alpha / beta), the calculation gives -0.32062 / -0.32033 Eh. The value obtained for the frontier orbital gap (alpha / beta) is 8.63 / 8.63 eV. The total charge is 0.

Geometry (Å):
N (1.350, 1.336, 0.900)
N (-0.053, -1.188, 0.879)
N (-1.736, 0.471, -1.004)
O (1.202, -0.275, -1.235)
P (0.509, 0.209, 0.179)
H (1.276, 1.429, 1.831)
H (-0.843, -1.528, 0.386)
H (-0.117, -1.252, 1.865)
H (-2.154, 1.391, -0.806)
H (-1.132, 0.432, -1.750)
H (1.698, -1.027, -1.244)

These are the Löwdin partial charges, in e, on atoms 1 to 5: N -0.160; N -0.097; N -0.056; O -0.175; P 0.687

***

A 2-piece molecular cluster, H6N5P overall at a distorted geometry. Source: the Open Molecules 2025 dataset; level of theory: ωB97M-V with the def2-TZVPD basis set.

For the HOMO energy (alpha / beta), the calculation gives -0.25281 / -0.30396 Eh. The value obtained for the frontier orbital gap (alpha / beta) is 7.46 / 7.26 eV. Its multiplicity is 3. The total charge is 0. Its expectation value of S² is 2.007.

Geometry (Å):
N (0.166, 0.293, 2.105)
N (-0.865, 0.235, 1.233)
N (2.499, -0.134, -2.664)
N (-2.622, -0.158, -0.528)
N (2.626, 0.000, -1.449)
P (-1.543, -1.006, 0.564)
H (0.303, -0.483, 2.707)
H (0.185, 1.197, 2.570)
H (3.343, 0.354, -2.998)
H (-2.591, 0.889, -0.280)
H (-3.493, -0.512, -0.455)
H (1.992, -0.675, -0.806)

These are the Löwdin partial charges, in e, on atoms 1 to 5: N -0.100; N -0.459; N -0.091; N -0.272; N -0.097

***

A 2-piece molecular cluster, H6NO2SSi2 overall at a distorted geometry. Source: the Open Molecules 2025 dataset; level of theory: ωB97M-V with the def2-TZVPD basis set.

For the HOMO energy (alpha / beta), the calculation gives -0.15844 / -0.15845 Eh. The value obtained for the frontier orbital gap (alpha / beta) is 6.68 / 6.68 eV. The total charge is -1.

Geometry (Å):
N (1.598, -0.439, 0.328)
O (-3.107, 0.373, -1.154)
O (-3.718, 0.570, 1.139)
Si (2.169, 0.759, -0.818)
Si (0.151, -1.159, 0.777)
S (-2.608, 0.772, 0.185)
H (3.130, 0.330, -1.827)
H (0.876, 1.336, -1.649)
H (3.023, 1.710, -0.144)
H (0.363, -1.965, 2.075)
H (-0.847, -2.023, -0.067)
H (-1.030, -0.264, 1.155)

These are the Löwdin partial charges, in e, on atoms 1 to 5: N -0.504; O -0.486; O -0.499; Si 0.274; Si 0.215

***

A 3-piece molecular cluster, H6O3 overall at a distorted geometry. Source: the Open Molecules 2025 dataset; level of theory: ωB97M-V with the def2-TZVPD basis set.

For the HOMO energy (alpha / beta), the calculation gives 0.03528 / -0.24968 Eh. The value obtained for the frontier orbital gap (alpha / beta) is 3.08 / 10.78 eV. Its multiplicity is 2. The total charge is -1. Its expectation value of S² is 0.750.

Geometry (Å):
O (1.698, -2.898, 0.025)
H (0.969, -3.479, -0.190)
H (1.302, -2.030, 0.092)
O (-2.740, 1.622, -0.393)
H (-1.834, 1.794, -0.135)
H (-3.144, 2.489, -0.437)
O (0.931, 0.610, 0.318)
H (1.697, 0.472, 0.875)
H (1.121, 1.420, -0.155)

These are the Löwdin partial charges, in e, on atoms 1 to 5: O -0.172; H 0.006; H -0.023; O -0.215; H -0.032

***

A 3-piece molecular cluster, H6O3 overall. Source: the Open Molecules 2025 dataset; level of theory: ωB97M-V with the def2-TZVPD basis set.

For the HOMO energy, the calculation gives -0.41739 Eh. The value obtained for the frontier orbital gap is 11.96 eV. The SMILES is O.O.O. The total charge is 0.

Geometry (Å):
O (-2.010, -2.036, -3.218)
H (-2.937, -2.230, -3.077)
H (-1.564, -2.448, -2.478)
O (0.300, 1.753, -0.101)
H (0.532, 2.587, -0.509)
H (-0.107, 1.247, -0.804)
O (2.268, 0.515, 3.529)
H (1.578, 0.079, 4.028)
H (1.939, 0.533, 2.630)

These are the Löwdin partial charges, in e, on atoms 1 to 5: O -0.055; H 0.028; H 0.027; O -0.053; H 0.030

***

A 3-piece molecular cluster, H6O3 overall at a distorted geometry. Source: the Open Molecules 2025 dataset; level of theory: ωB97M-V with the def2-TZVPD basis set.

For the HOMO energy, the calculation gives -0.39870 Eh. The value obtained for the frontier orbital gap is 11.27 eV. The SMILES is O.O.O. The total charge is 0.

Geometry (Å):
O (-0.825, -0.770, 0.881)
H (-0.135, -0.306, 0.599)
H (-1.294, -0.646, 1.643)
O (1.703, 0.706, 0.591)
H (2.014, 1.557, 1.028)
H (2.512, 0.654, 0.007)
O (-1.288, -0.696, -1.806)
H (-1.539, 0.163, -2.029)
H (-1.148, -0.659, -0.917)

These are the Löwdin partial charges, in e, on atoms 1 to 5: O 0.049; H -0.064; H 0.020; O -0.087; H 0.077

***

H6O3 as an isolated structure at a distorted geometry. Source: the Open Molecules 2025 dataset; level of theory: ωB97M-V with the def2-TZVPD basis set.

For the HOMO energy, the calculation gives -0.35387 Eh. The value obtained for the frontier orbital gap is 9.63 eV. The total charge is 0.

Geometry (Å):
O (-0.084, -0.275, -0.452)
H (0.345, 0.571, -0.322)
H (-0.760, -0.307, 0.226)
O (-0.005, -1.607, -1.882)
H (0.015, -0.834, -2.447)
H (0.246, -1.280, -1.018)
O (0.058, 1.171, 2.348)
H (0.796, 1.545, 1.866)
H (-0.610, 1.014, 1.681)

These are the Löwdin partial charges, in e, on atoms 1 to 5: O 0.031; H 0.096; H 0.095; O -0.099; H 0.025

***

A 3-piece molecular cluster, H6O3 overall at a distorted geometry. Source: the Open Molecules 2025 dataset; level of theory: ωB97M-V with the def2-TZVPD basis set.

For the HOMO energy, the calculation gives -0.39232 Eh. The value obtained for the frontier orbital gap is 11.29 eV. The SMILES is O.O.O. The total charge is 0.

Geometry (Å):
O (-5.798, 2.295, 23.112)
H (-5.863, 1.977, 24.051)
H (-6.649, 2.338, 22.741)
O (-8.060, 1.707, 21.639)
H (-8.025, 0.739, 21.709)
H (-7.912, 1.815, 20.676)
O (-4.496, 2.508, 20.744)
H (-4.045, 3.313, 20.894)
H (-5.073, 2.357, 21.521)

These are the Löwdin partial charges, in e, on atoms 1 to 5: O -0.059; H 0.092; H -0.033; O -0.057; H 0.065

***

A 3-piece molecular cluster, H6O3 overall. Source: the Open Molecules 2025 dataset; level of theory: ωB97M-V with the def2-TZVPD basis set.

For the HOMO energy, the calculation gives -0.39839 Eh. The value obtained for the frontier orbital gap is 11.28 eV. The SMILES is O.O.O. The total charge is 0.

Geometry (Å):
O (-0.488, 0.768, -1.149)
H (-1.328, 1.227, -1.237)
H (-0.506, 0.393, -0.247)
O (1.597, -1.330, -1.302)
H (1.050, -0.538, -1.426)
H (2.375, -1.022, -0.826)
O (-0.769, 0.171, 1.695)
H (-0.994, -0.602, 2.227)
H (-0.936, 0.932, 2.264)

These are the Löwdin partial charges, in e, on atoms 1 to 5: O -0.071; H 0.042; H 0.004; O -0.069; H -0.006

***

H6O3 as an isolated structure at a distorted geometry. Source: the Open Molecules 2025 dataset; level of theory: ωB97M-V with the def2-TZVPD basis set.

For the HOMO energy, the calculation gives -0.35359 Eh. The value obtained for the frontier orbital gap is 9.65 eV. The total charge is 0.

Geometry (Å):
O (0.680, 0.674, 0.204)
H (1.403, 0.587, -0.418)
H (-0.057, 0.238, -0.223)
O (-0.324, -0.149, -1.474)
H (-0.986, -0.800, -1.241)
H (0.156, -0.544, -2.202)
O (-0.059, 0.043, 2.095)
H (0.167, 0.166, 1.173)
H (-0.980, -0.215, 2.084)

These are the Löwdin partial charges, in e, on atoms 1 to 5: O -0.018; H 0.096; H -0.045; O 0.027; H 0.097

***

H6O3 as an isolated structure at a distorted geometry. Source: the Open Molecules 2025 dataset; level of theory: ωB97M-V with the def2-TZVPD basis set.

For the HOMO energy, the calculation gives -0.35627 Eh. The value obtained for the frontier orbital gap is 9.96 eV. The total charge is 0.

Geometry (Å):
O (16.332, -3.888, -2.951)
H (15.610, -3.335, -2.653)
H (16.380, -4.590, -2.302)
O (18.366, -4.238, -3.595)
H (17.409, -4.234, -3.597)
H (18.603, -4.568, -2.728)
O (14.351, -2.838, -2.282)
H (14.360, -3.654, -2.784)
H (13.455, -2.768, -1.954)

These are the Löwdin partial charges, in e, on atoms 1 to 5: O -0.007; H -0.039; H 0.095; O -0.090; H -0.123